Record 1
# C23H39Cl3N3O3SSiZn

C23H39Cl3N3O3SSiZn as an isolated structure (ωB97M-V/def2-TZVPD, OMol25).

Last column: Löwdin charge in e.
CARTESIAN COORDINATES (ANGSTROEM)
C1 -3.57533 0.65461 -2.00669  -0.073
C2 -3.13562 -0.04742 -0.77075  -0.228
H1 -4.67013 0.68636 -2.05480  0.071
H2 -3.21406 0.13318 -2.90383  0.071
H3 -3.19356 1.68066 -2.02162  0.073
C3 -3.77521 -1.10981 -0.26550  -0.137
C4 -4.95278 -1.75964 -0.91778  -0.121
H4 -3.46230 -1.54628 0.68865  0.096
H5 -4.72951 -2.05967 -1.95474  0.074
H6 -5.84502 -1.11257 -0.94234  0.069
H7 -5.21876 -2.66214 -0.35390  0.060
Zn1 1.01831 1.34097 -1.37973  0.035
Cl1 0.27479 3.19292 -0.47974  0.007
Cl2 2.48557 -0.08994 -2.58689  0.321
C5 1.49339 0.33125 2.72931  -0.251
O1 2.13515 -0.54719 2.09878  -0.080
N1 1.25367 0.25201 4.04996  -0.173
C6 1.74196 -0.87044 4.84041  -0.037
C7 0.58635 1.33255 4.76322  -0.049
H8 1.08609 1.23309 2.23272  0.148
H9 2.29900 -1.55281 4.19244  0.088
H10 0.89676 -1.39672 5.30491  0.083
H11 2.38715 -0.49557 5.64560  0.087
H12 0.16404 2.03635 4.03651  0.094
H13 1.30258 1.85820 5.41239  0.085
H14 -0.22177 0.93000 5.38782  0.080
H15 -1.01398 -2.37709 -1.89970  0.084
H16 -1.99481 -3.17564 0.23563  0.074
C8 -0.03668 -2.81695 -1.66382  -0.057
C9 -1.06594 -3.74450 0.37050  -0.065
N2 0.04153 -3.01485 -0.22515  -0.197
H17 0.76259 -2.13475 -1.97563  0.039
C10 1.26464 -2.97378 0.39299  -0.312
O2 2.29594 -2.57267 -0.15096  -0.036
H18 -0.88622 -3.88837 1.44105  0.078
H19 1.23868 -3.33532 1.44242  0.137
H20 0.06307 -3.78619 -2.18231  0.090
H21 -1.19366 -4.72359 -0.11385  0.086
O3 -0.75583 -0.17435 -0.68385  -0.333
C11 -1.82088 0.42520 -0.12609  -0.504
C12 -1.16751 -0.91716 1.93795  -0.063
C13 -1.82351 0.19221 1.40360  -0.164
H22 -0.46403 -1.45548 1.29489  0.084
C14 -1.47931 -1.35109 3.22672  -0.100
H23 -1.74263 1.52042 -0.28173  0.060
C15 -2.55621 1.03604 2.23743  -0.037
H24 -1.05929 -2.29201 3.58711  0.096
C16 -2.32430 -0.57858 4.02633  -0.133
C17 -2.82330 0.63792 3.54719  -0.109
H25 -2.94548 1.96710 1.81140  0.120
H26 -2.57519 -0.91520 5.03107  0.088
H27 -3.42462 1.27925 4.19162  0.091
Si1 1.59183 1.47363 -4.10951  0.009
Cl3 -0.39716 0.96038 -3.11709  0.423
C18 2.38172 0.36085 -5.43240  -0.266
C19 2.44717 2.97316 -3.32562  -0.249
C20 0.56746 2.55187 -5.40405  -0.297
H28 3.45292 0.22559 -5.23673  0.012
H29 2.27766 0.78696 -6.43720  0.017
H30 1.91073 -0.62932 -5.43552  0.024
H31 -0.05800 1.90454 -6.03456  0.009
H32 1.24894 3.10983 -6.06370  0.012
H33 -0.08477 3.27784 -4.89829  0.008
H34 3.31150 2.68341 -2.71846  0.008
H35 1.76360 3.55051 -2.68437  -0.017
H36 2.78407 3.63602 -4.13318  0.035
S1 4.85742 0.44320 1.42506  0.984
C21 4.69321 2.13592 1.17301  -0.431
C22 3.57880 2.40072 0.38993  -0.267
N3 2.85646 1.29011 0.03193  -0.114
C23 3.36042 0.16998 0.56189  -0.488
H37 5.39989 2.87570 1.52703  0.048
H38 3.26266 3.40560 0.09868  0.090
H39 3.14958 -0.82901 0.20396  0.038

relative energy (zero: lowest compared OMol25 entry of this formula, charge and spin)	40.7	kcal/mol
LUMO	0.089	Ha
net charge	-1
spin multiplicity	1
Kohn-Sham gap	6.7	eV

Record 2
# C2H4N2OS

One molecule with the formula C2H4N2OS (ωB97M-V/def2-TZVPD, OMol25).

Last column: natural (NBO) charge in e.
CARTESIAN COORDINATES (ANGSTROEM)
C1 -0.78721 -0.87836 -0.67955  0.170
N1 -1.01355 -1.02408 0.64067  -0.644
S1 -0.31365 -0.28793 1.92949  0.526
C2 0.75901 0.56613 0.87869  -0.321
O1 0.10119 1.16310 -0.21951  -0.373
N2 0.22212 0.03770 -1.08791  -0.357
H1 -1.57065 -1.30027 -1.35538  0.209
H2 1.57059 -0.11037 0.50157  0.220
H3 1.30795 1.48191 1.40002  0.210
H4 -0.27581 0.35216 -2.00808  0.360

relative energy (zero: lowest compared OMol25 entry of this formula, charge and spin)	116.8	kcal/mol
LUMO	0.026	Ha
spin multiplicity	1
Kohn-Sham gap	9.2	eV
SMILES	C1=NSCON1

Record 3
# C24H61N3NaO8

C24H61N3NaO8 as an isolated structure (ωB97M-V/def2-TZVPD, OMol25).

Last column: Löwdin charge in e.
CARTESIAN COORDINATES (ANGSTROEM)
Na1 -0.01683 0.05100 -1.43453  0.319
C1 -0.66806 -3.11023 -1.13674  -0.130
O1 -0.54244 -1.89366 -0.56235  -0.205
C2 -0.51817 -1.94797 0.85487  -0.205
C3 -1.65667 -2.61004 1.61468  -0.167
N1 -1.43904 -2.11828 3.03705  -0.066
C4 -2.07174 -2.97714 4.02065  -0.217
C5 -1.86119 -2.38976 5.35367  -0.252
O2 -2.52992 -1.17139 5.55256  -0.202
C6 -2.67665 -0.82338 6.86802  -0.133
H1 0.16495 -3.82865 -0.92639  0.118
H2 -0.59382 -2.88599 -2.20976  0.097
H3 -1.55495 -3.67067 -0.98242  0.087
H4 -0.44837 -0.94054 1.15049  0.084
H5 0.32380 -2.49631 1.30280  0.138
H6 -1.68151 -3.73391 1.45671  0.146
H7 -2.58799 -2.23938 1.26947  0.100
H8 -1.78536 -1.14247 3.22428  0.105
H9 -1.50380 -3.89538 4.04838  0.126
H10 -3.16362 -2.99732 3.72410  0.151
H11 -0.74797 -2.27807 5.60607  0.160
H12 -2.19103 -3.06546 6.05711  0.093
H13 -3.40630 -1.52937 7.32307  0.104
H14 -2.99308 0.24831 7.02245  0.099
H15 -1.72553 -0.91376 7.47875  0.104
C7 -0.15371 0.48993 -3.99852  -0.111
O3 0.21050 -0.75116 -3.47194  -0.226
C8 1.67065 -0.94475 -3.51600  -0.144
C9 2.20031 -2.35664 -3.26766  -0.186
N2 3.62123 -2.32323 -3.26815  -0.076
C10 4.32851 -2.13392 -4.50813  -0.247
C11 5.74674 -1.86875 -4.21862  -0.173
O4 6.39882 -1.43293 -5.47476  -0.194
C12 6.87942 -2.47829 -6.31045  -0.098
H16 0.34396 1.39062 -3.56834  0.084
H17 -1.20007 0.68297 -4.09905  0.095
H18 0.29344 0.41821 -5.02232  0.118
H19 1.97715 -0.14127 -2.77669  0.117
H20 2.12462 -0.43249 -4.38723  0.123
H21 1.78665 -3.05178 -4.03037  0.141
H22 1.84994 -2.68248 -2.30658  0.097
H23 4.06233 -3.12793 -2.86378  0.117
H24 3.79560 -1.39849 -5.05994  0.105
H25 4.14387 -3.02782 -5.14693  0.135
H26 6.21602 -2.68595 -3.64294  0.134
H27 5.76510 -0.92212 -3.60738  0.135
H28 7.60949 -2.17924 -7.07192  0.098
H29 5.99897 -2.97013 -6.78601  0.100
H30 7.43093 -3.06746 -5.72823  0.033
C13 -2.08767 2.06019 -1.13041  -0.094
O5 -1.49970 1.09441 -0.27330  -0.238
C14 -1.75670 1.53538 1.07640  -0.125
C15 -2.94370 0.73368 1.75939  -0.169
N3 -3.37070 1.47622 2.89832  -0.072
C16 -4.39991 0.79439 3.58265  -0.236
C17 -4.62663 1.63928 4.80368  -0.221
O6 -5.70395 1.11602 5.52879  -0.189
C18 -7.06497 1.20201 5.12043  -0.106
H31 -3.15026 2.26703 -0.98657  0.110
H32 -1.92568 1.79992 -2.22079  0.104
H33 -1.60157 3.01338 -0.99512  0.064
H34 -1.78888 2.66625 1.04918  0.144
H35 -0.87828 1.33836 1.64238  0.098
H36 -2.54409 -0.19905 2.07104  0.062
H37 -3.74647 0.51471 1.13435  0.107
H38 -3.53553 2.48014 2.72195  0.140
H39 -4.16209 -0.20992 3.93852  0.121
H40 -5.31532 0.72189 2.99106  0.122
H41 -4.86502 2.63453 4.47544  0.119
H42 -3.70130 1.58478 5.35883  0.113
H43 -7.73280 0.85071 5.97269  0.108
H44 -7.36908 0.67405 4.20935  0.074
H45 -7.38920 2.25111 4.96755  0.086
C19 3.82961 1.20491 -0.95358  0.000
C20 3.00393 0.48745 0.14273  -0.557
C21 2.41065 1.30820 1.20753  -0.007
O7 2.02059 -0.25332 -0.43314  -0.050
H46 4.42150 2.00065 -0.49191  0.100
H47 3.06212 1.63443 -1.57093  0.044
H48 4.40310 0.51616 -1.54235  0.073
H49 3.73914 -0.11001 0.73819  0.155
H50 2.23742 2.18668 0.50730  0.082
H51 3.16677 1.67705 1.87068  0.100
H52 1.53787 0.75996 1.49979  0.086
H53 2.26003 -1.11284 -0.01550  0.148
C22 2.07759 4.12950 -1.77257  -0.078
C23 0.68524 3.83581 -1.84812  -0.494
C24 0.13881 4.14679 -3.21538  -0.023
O8 0.56521 2.44120 -1.55819  -0.102
H54 2.74867 3.74974 -2.53077  0.103
H55 2.63351 4.05474 -0.81151  0.105
H56 2.07393 5.15435 -1.98427  0.077
H57 0.10450 4.47375 -1.19641  0.148
H58 -0.89605 3.89474 -3.12069  0.071
H59 0.54939 3.62339 -4.04310  0.078
H60 0.21019 5.20056 -3.49859  0.106
H61 0.95059 2.31158 -0.65606  0.082

relative energy (zero: lowest compared OMol25 entry of this formula, charge and spin)	60.5	kcal/mol
LUMO	-0.073	Ha
net charge	+1
spin multiplicity	1
Kohn-Sham gap	9.0	eV

Record 4
# C5H11NO

One molecule with the formula C5H11NO (ωB97M-V/def2-TZVPD, OMol25).

Last column: natural (NBO) charge in e.
CARTESIAN COORDINATES (ANGSTROEM)
C1 1.82164 -1.21839 0.07825  -0.623
C2 1.37755 0.11945 0.66102  -0.214
N1 -0.01326 0.41265 0.33301  -0.443
C3 -1.01572 -0.02399 1.28257  -0.406
C4 -0.27562 0.74971 -0.96788  0.683
C5 -1.72112 0.73556 -1.42517  -0.716
O1 0.62747 1.02858 -1.74568  -0.634
H1 2.85963 -1.43210 0.34914  0.213
H2 1.75480 -1.18948 -1.01411  0.228
H3 1.19073 -2.03647 0.44537  0.197
H4 2.00075 0.92464 0.26614  0.226
H5 1.46630 0.12528 1.75396  0.190
H6 -0.77820 0.37461 2.27542  0.202
H7 -2.00068 0.35273 1.00603  0.214
H8 -1.07221 -1.11957 1.36083  0.188
H9 -1.71451 0.95284 -2.49283  0.246
H10 -2.32515 1.48818 -0.90900  0.226
H11 -2.18240 -0.24427 -1.25707  0.223

relative energy (zero: lowest compared OMol25 entry of this formula, charge and spin)	8.2	kcal/mol
LUMO	0.033	Ha
spin multiplicity	1
Kohn-Sham gap	10.1	eV
SMILES	CCN(C)C(C)=O